Entry 1:
C31H39CoN2O5PSeTe as an isolated structure. Source: the Open Molecules 2025 dataset; level of theory: ωB97M-V with the def2-TZVPD basis set.

The net charge is +1. For the frontier orbital gap (alpha / beta), the calculation gives 8.53 / 5.40 eV. The highest occupied orbital energy (alpha / beta) is -10.965 / -11.202 eV. Its spin multiplicity is 5.

The geometry in XYZ format:
```
81
C31H39CoN2O5PSeTe, DFT ωB97M-V with the def2-TZVPD basis set
Co 0.6573 0.0835 -0.3796
O 0.6743 -0.4840 1.8322
C -0.1499 -1.5665 2.1960
C -1.0510 -1.9827 1.0628
C -2.0095 -2.9709 1.2422
C -2.7959 -3.3515 0.1733
C -2.6220 -2.7131 -1.0496
C -1.6626 -1.7317 -1.1447
N -0.8741 -1.3808 -0.1136
H 0.2815 0.4139 2.0758
H -0.7463 -1.3295 3.0787
H 0.5050 -2.4060 2.4465
H -2.1258 -3.4268 2.2175
H -3.5382 -4.1307 0.2868
H -3.2161 -2.9737 -1.9141
H -1.5054 -1.2031 -2.0768
Se 1.6240 -1.0102 -2.2760
C 0.7076 -0.5284 -3.8633
C -0.2181 0.5128 -3.8797
C -0.8198 0.8239 -5.0906
N -0.5480 0.1787 -6.2225
C 0.3307 -0.8208 -6.1940
C 0.9910 -1.2156 -5.0387
H -0.4469 1.0777 -2.9833
H -1.5422 1.6291 -5.1615
H 0.5228 -1.3172 -7.1380
H 1.7065 -2.0272 -5.0525
C -2.3764 5.6806 0.5561
C -1.8216 4.4057 -0.0550
C -0.9834 4.7191 -1.2893
C -2.9409 3.4267 -0.3757
O -1.0057 3.8009 1.0013
P 0.1283 2.7228 0.9547
O 0.0488 1.8698 2.1798
O 0.0499 1.9076 -0.3456
O 1.5208 3.4992 0.8272
C 2.0890 4.5113 1.7296
C 2.2716 3.9478 3.1370
C 3.4312 4.8475 1.0973
C 1.2128 5.7566 1.7772
H -3.0580 6.1596 -0.1474
H -1.5711 6.3762 0.7912
H -2.9188 5.4545 1.4749
H -1.6120 5.1583 -2.0639
H -0.5232 3.8117 -1.6772
H -0.1905 5.4265 -1.0411
H -3.6317 3.8584 -1.0999
H -3.4920 3.1848 0.5339
H -2.5241 2.5039 -0.7854
H 3.0714 3.2072 3.1628
H 1.3522 3.4775 3.4826
H 2.5298 4.7581 3.8197
H 4.0738 3.9659 1.0729
H 3.9301 5.6279 1.6708
H 3.2858 5.1905 0.0711
H 0.2793 5.5596 2.3012
H 0.9879 6.1056 0.7679
H 1.7499 6.5467 2.3020
Te 3.1398 0.4872 0.7894
C 3.5409 -1.5266 1.3257
C 3.8198 -2.5012 0.3760
C 4.0444 -3.8117 0.7785
C 3.9954 -4.1468 2.1241
C 3.7171 -3.1712 3.0732
C 3.4886 -1.8610 2.6750
C 4.8993 0.5494 -0.4145
C 4.9029 0.4802 -1.7999
C 6.1078 0.4108 -2.4879
C 7.3077 0.4141 -1.7931
C 7.3056 0.5075 -0.4076
C 6.1048 0.5778 0.2816
H 3.8737 -2.2399 -0.6751
H 4.2567 -4.5712 0.0363
H 4.1796 -5.1680 2.4329
H 3.6786 -3.4284 4.1242
H 3.2713 -1.0983 3.4131
H 3.9761 0.4705 -2.3565
H 6.1070 0.3502 -3.5690
H 8.2444 0.3411 -2.3305
H 8.2396 0.5223 0.1391
H 6.1044 0.6391 1.3637
```

Partial atomic charges computed with the Löwdin method, in multiples of e: atom 1 (Co): 0.352, atom 2 (O): -0.254, atom 3 (C): -0.145, atom 4 (C): -0.215, atom 5 (C): 0.006, atom 6 (C): -0.024, atom 7 (C): -0.031, atom 8 (C): -0.109, atom 9 (N): 0.031, atom 10 (H): 0.007, atom 11 (H): 0.149, atom 12 (H): 0.136, atom 13 (H): 0.130, atom 14 (H): 0.122, atom 15 (H): 0.118, atom 16 (H): 0.096, atom 17 (Se): 0.993, atom 18 (C): -0.586, atom 19 (C): -0.101, atom 20 (C): -0.116, atom 21 (N): 0.085, atom 22 (C): -0.116, atom 23 (C): -0.095, atom 24 (H): 0.089, atom 25 (H): 0.117, atom 26 (H): 0.117, atom 27 (H): 0.104, atom 28 (C): -0.020, atom 29 (C): -0.598, atom 30 (C): -0.020, atom 31 (C): -0.022, atom 32 (O): -0.143, atom 33 (P): 0.288, atom 34 (O): -0.250, atom 35 (O): -0.371, atom 36 (O): -0.195, atom 37 (C): -0.600, atom 38 (C): -0.023, atom 39 (C): -0.023, atom 40 (C): -0.029, atom 41 (H): 0.096, atom 42 (H): 0.079, atom 43 (H): 0.096, atom 44 (H): 0.097, atom 45 (H): 0.068, atom 46 (H): 0.081, atom 47 (H): 0.094, atom 48 (H): 0.095, atom 49 (H): 0.073, atom 50 (H): 0.076, atom 51 (H): 0.077, atom 52 (H): 0.096, atom 53 (H): 0.076, atom 54 (H): 0.096, atom 55 (H): 0.094, atom 56 (H): 0.085, atom 57 (H): 0.080, atom 58 (H): 0.097, atom 59 (Te): 1.585, atom 60 (C): -0.483, atom 61 (C): -0.135, atom 62 (C): -0.070, atom 63 (C): -0.073, atom 64 (C): -0.075, atom 65 (C): -0.146, atom 66 (C): -0.492, atom 67 (C): -0.152, atom 68 (C): -0.072, atom 69 (C): -0.069, atom 70 (C): -0.068, atom 71 (C): -0.139, atom 72 (H): 0.070, atom 73 (H): 0.110, atom 74 (H): 0.109, atom 75 (H): 0.110, atom 76 (H): 0.102, atom 77 (H): 0.045, atom 78 (H): 0.110, atom 79 (H): 0.110, atom 80 (H): 0.111, atom 81 (H): 0.099

Entry 2:
C31H39IrN5O as an isolated structure. Source: the Open Molecules 2025 dataset; level of theory: ωB97M-V with the def2-TZVPD basis set.

The net charge is +2. For the frontier orbital gap (alpha / beta), the calculation gives 7.06 / 6.99 eV. The highest occupied orbital energy (alpha / beta) is -14.422 / -14.346 eV. For the relative energy (zero: lowest compared OMol25 entry of this formula, charge and spin), the calculation gives 54.3 kJ/mol. Its spin multiplicity is 2.

The geometry in XYZ format:
```
77
C31H39IrN5O, DFT ωB97M-V with the def2-TZVPD basis set
Ir -0.1611 0.0855 -0.1433
C -2.1392 -0.7425 6.4898
C -0.6357 -0.7884 6.1735
C -0.0704 -2.1685 6.5479
C 0.0788 0.2791 7.0014
C -0.4452 -0.5732 4.6822
C 0.2970 0.4756 4.1445
C 0.4189 0.6036 2.7760
N -0.1609 -0.2364 1.9118
C -0.8687 -1.2767 2.4075
C -1.0180 -1.4578 3.7665
C -1.4279 -2.1955 1.3898
C -2.1519 -3.3386 1.6806
C -2.6177 -4.1583 0.6555
C -2.3557 -3.7378 -0.6534
C -1.6395 -2.5871 -0.8822
N -1.1626 -1.8392 0.1222
C -3.3057 -5.4849 0.9156
C -2.3689 -6.5874 0.3829
C -3.5518 -5.7294 2.4039
C -4.6457 -5.5530 0.1674
H -2.2884 -0.9064 7.5568
H -2.6962 -1.5150 5.9574
H -2.5660 0.2301 6.2382
H -0.1717 -2.3187 7.6223
H 0.9886 -2.2435 6.2962
H -0.6017 -2.9806 6.0498
H -0.0702 0.0672 8.0592
H -0.3179 1.2782 6.8112
H 1.1554 0.2837 6.8216
H 0.7843 1.2007 4.7788
H 0.9916 1.4129 2.3437
H -1.5849 -2.3038 4.1260
H -2.3322 -3.6102 2.7087
H -2.6887 -4.3194 -1.5010
H -1.4009 -2.2558 -1.8840
H -1.3739 -6.5141 0.8255
H -2.2673 -6.5415 -0.7020
H -2.7818 -7.5626 0.6397
H -2.6194 -5.8133 2.9663
H -4.0872 -6.6702 2.5248
H -4.1716 -4.9473 2.8482
H -4.5532 -5.2827 -0.8840
H -5.3878 -4.8934 0.6228
H -5.0308 -6.5710 0.2173
C 2.5584 2.3622 0.1111
C 2.7616 0.8938 0.0387
N 1.8399 -0.0659 0.0166
C 2.4916 -1.2875 -0.0615
C 3.8232 -1.0568 -0.0681
N 3.9683 0.3075 -0.0026
H 1.4970 2.5933 0.0921
H 3.0287 2.8580 -0.7381
H 2.9980 2.7693 1.0228
H 1.9562 -2.2200 -0.0965
H 4.6615 -1.7282 -0.1131
H 4.8471 0.8026 -0.0020
C -1.1371 1.9390 0.1673
C -2.3452 1.1425 0.3463
C -2.8496 0.8658 1.6397
C -3.9874 0.1196 1.7923
C -4.6485 -0.3805 0.6537
C -4.1761 -0.1174 -0.6234
C -3.0316 0.6519 -0.7763
C -5.8282 -1.1819 0.8306
N -6.7568 -1.8414 0.9765
H -0.7457 2.4760 1.0236
H -0.9770 2.4144 -0.7950
H -2.3474 1.2755 2.5072
H -4.3959 -0.0770 2.7743
H -4.7117 -0.4916 -1.4847
H -2.6642 0.8943 -1.7650
C 0.1204 -0.1360 -3.2962
O -0.1945 0.3905 -2.0325
H -0.2161 -1.1753 -3.3814
H 1.1969 -0.1089 -3.4861
H -0.3903 0.4564 -4.0546
```

Partial atomic charges computed with the Löwdin method, in multiples of e: atom 1 (Ir): 1.472, atom 2 (C): -0.026, atom 3 (C): -0.554, atom 4 (C): -0.025, atom 5 (C): -0.051, atom 6 (C): -0.117, atom 7 (C): 0.045, atom 8 (C): -0.086, atom 9 (N): -0.073, atom 10 (C): -0.184, atom 11 (C): 0.070, atom 12 (C): -0.182, atom 13 (C): 0.079, atom 14 (C): -0.115, atom 15 (C): 0.033, atom 16 (C): -0.073, atom 17 (N): -0.018, atom 18 (C): -0.551, atom 19 (C): -0.025, atom 20 (C): -0.051, atom 21 (C): -0.023, atom 22 (H): 0.101, atom 23 (H): 0.082, atom 24 (H): 0.095, atom 25 (H): 0.100, atom 26 (H): 0.098, atom 27 (H): 0.083, atom 28 (H): 0.099, atom 29 (H): 0.095, atom 30 (H): 0.094, atom 31 (H): 0.121, atom 32 (H): 0.110, atom 33 (H): 0.120, atom 34 (H): 0.108, atom 35 (H): 0.129, atom 36 (H): 0.110, atom 37 (H): 0.096, atom 38 (H): 0.089, atom 39 (H): 0.099, atom 40 (H): 0.092, atom 41 (H): 0.100, atom 42 (H): 0.094, atom 43 (H): 0.081, atom 44 (H): 0.089, atom 45 (H): 0.100, atom 46 (C): 0.023, atom 47 (C): -0.336, atom 48 (N): -0.094, atom 49 (C): -0.083, atom 50 (C): -0.031, atom 51 (N): 0.140, atom 52 (H): 0.056, atom 53 (H): 0.106, atom 54 (H): 0.102, atom 55 (H): 0.116, atom 56 (H): 0.135, atom 57 (H): 0.185, atom 58 (C): -0.103, atom 59 (C): -0.337, atom 60 (C): -0.021, atom 61 (C): 0.013, atom 62 (C): -0.183, atom 63 (C): 0.012, atom 64 (C): -0.015, atom 65 (C): -0.152, atom 66 (N): 0.211, atom 67 (H): 0.076, atom 68 (H): 0.084, atom 69 (H): 0.128, atom 70 (H): 0.136, atom 71 (H): 0.139, atom 72 (H): 0.126, atom 73 (C): -0.153, atom 74 (O): -0.455, atom 75 (H): 0.069, atom 76 (H): 0.085, atom 77 (H): 0.091

Respective E values: -6083.902608; -1657.513554 Ha.